Formula: C16H15BrHgTe
Source: OMol25
Level of theory: ωB97M-V with the def2-TZVPD basis set

Element x y z (Å)
1 Hg 0.1398 -0.8147 0.2673
2 Te 0.9362 1.2849 1.8114
3 Br 1.7600 -2.7050 0.6799
4 C 2.0180 1.0373 -3.5965
5 C -0.5465 0.6978 3.1155
6 C -0.1602 -0.2328 4.1235
7 C -0.8610 -1.2450 -3.6366
8 C -1.8137 1.3516 3.1459
9 C -1.5053 -1.6533 -1.4538
10 C 3.0349 1.0002 -1.5201
11 C -2.4880 1.3519 4.3774
12 C -2.0139 0.6182 5.4833
13 C -0.8603 -0.1763 5.3358
14 C 2.7351 -0.1932 -3.4765
15 C -1.5231 -0.0753 -3.1393
16 C 3.3398 -0.2257 -2.1804
17 C -1.9394 -0.3224 -1.8147
18 C -0.8657 -2.2203 -2.6189
19 C 2.1938 1.7684 -2.3806
20 H -2.1628 1.9458 2.2867
21 H 3.3520 1.2874 -0.5258
22 H -1.6930 0.8403 -3.7085
23 H 2.7883 -0.9797 -4.2259
24 H -2.5247 0.6849 6.4566
25 H 1.4356 1.3608 -4.4590
26 H -0.4693 -0.7107 6.1999
27 H 0.7500 -0.8428 4.0153
28 H 1.7439 2.7246 -2.1373
29 H -0.4684 -1.3594 -4.6546
30 H 3.9240 -1.0370 -1.7645
31 H -0.5051 -3.2464 -2.7031
32 H -2.5279 0.3457 -1.1900
33 H -3.3694 1.9762 4.4959
34 H -1.8540 -2.2358 -0.6082

**HOMO level**: 0.0008 Eh
**LUMO**: 4.45 eV
**Kohn-Sham gap**: 4.43 eV
**Strongest force on any atom**: 1.639 eV/Å
**Calculated total energy**: -3614.088660 hartree
**Total charge**: -2

Formula: C27H48BrCl2N7O4PS
Source: OMol25
Level of theory: ωB97M-V with the def2-TZVPD basis set

Element x y z (Å)
1 Br -3.0275 1.2894 3.3188
2 Cl -0.8394 -0.4788 1.5794
3 Cl -0.8340 3.3213 -0.3022
4 S -6.1650 0.4433 -0.8018
5 P -5.6022 1.5813 0.6606
6 O -6.4855 2.9447 0.5308
7 O -4.0125 -1.0871 2.1011
8 O -6.0779 1.0249 2.0870
9 O -3.4186 -1.0023 0.0043
10 N 3.4839 0.7578 2.6968
11 N -3.9254 1.9851 0.6455
12 N -4.4520 0.8275 -4.9380
13 N -4.7146 5.5657 0.5705
14 N 1.6049 -0.4266 -1.3993
15 N 7.2459 -0.7068 -0.2539
16 N 3.3799 -2.1319 8.6800
17 C 6.1787 -3.0629 -0.6406
18 C 5.3850 2.2106 0.1879
19 C 2.6645 -1.1064 5.1633
20 C 7.1424 -3.9768 -1.4050
21 C -0.7243 2.1820 1.1321
22 C 4.5952 1.3745 -0.8112
23 C -5.9397 -1.0327 -3.8577
24 C -3.0659 1.0090 1.3375
25 C 1.6799 -2.1607 5.6567
26 C 2.4571 -2.0609 8.0005
27 C 6.7815 -1.7428 -0.4236
28 C -5.1068 0.0121 -4.4637
29 C -0.7631 -0.7796 -3.8814
30 C 0.0249 -1.7541 -3.0005
31 C 0.7795 1.8746 1.2577
32 C -5.3092 -2.4116 -4.0699
33 C 1.2804 -1.9700 7.1241
34 C -3.9121 4.4245 0.0275
35 C 0.9110 -1.0116 -2.1008
36 C -5.1516 -2.7767 -5.5432
37 C -1.6053 0.9656 0.7697
38 C -1.6312 0.1736 -3.0649
39 C -3.5596 -0.5062 1.1375
40 C 5.6977 1.4664 1.4924
41 C 7.5091 -3.4332 -2.7815
42 C -3.8028 3.3777 1.1658
43 C 4.4538 1.0685 2.1665
44 H 2.8926 -1.2636 4.1126
45 H -5.9323 -3.1613 -3.5797
46 H -4.5767 3.5818 1.9096
47 H 0.5653 -2.7362 7.4244
48 H 1.1158 1.1819 0.4935
49 H -6.0422 -0.8315 -2.7889
50 H -4.4376 3.9885 -0.8192
51 H 2.2509 -0.1030 5.2696
52 H 6.3268 2.5225 -0.2695
53 H -4.4898 5.6573 1.5554
54 H 1.2809 2.8187 1.0252
55 H 8.1706 -4.1271 -3.3008
56 H -0.6562 -2.3590 -2.3995
57 H -6.2297 1.7976 2.6518
58 H 3.6079 -1.1494 5.7124
59 H 0.6262 -2.4281 -3.6126
60 H 4.4245 1.9398 -1.7286
61 H 5.9336 -3.4960 0.3291
62 H -6.3916 3.1713 -0.4030
63 H -2.8610 3.5778 1.6655
64 H 6.2696 2.1114 2.1608
65 H 2.1194 -3.1520 5.5236
66 H 0.7801 -2.1235 5.0404
67 H -4.4824 -2.0843 -6.0572
68 H 4.8191 3.1178 0.4129
69 H -4.7264 -3.7767 -5.6452
70 H 8.0544 -4.1179 -0.8215
71 H 8.0316 -2.4783 -2.7082
72 H -1.0450 2.7016 2.0267
73 H -6.1161 -2.7655 -6.0565
74 H -2.1977 0.8303 -3.7220
75 H -4.3313 -2.4425 -3.5860
76 H -2.3422 -0.3732 -2.4398
77 H 6.6796 -4.9587 -1.5188
78 H -0.0726 -0.1981 -4.4975
79 H 6.2900 0.5730 1.2957
80 H -1.6512 0.7287 -0.2861
81 H 0.8114 -0.9958 7.2674
82 H 5.1332 0.4643 -1.0704
83 H 3.6186 1.0945 -0.4189
84 H -1.3962 -1.3519 -4.5634
85 H -2.9401 4.8297 -0.2301
86 H -6.9335 -0.9899 -4.3078
87 H 5.2487 -2.9345 -1.1965
88 H -1.0224 0.8074 -2.4157
89 H -4.3454 6.4221 0.1721
90 H 1.0536 1.5683 2.2596
91 H 6.6186 -3.2900 -3.3966

**HOMO level**: -0.1817 Eh
**Relative energy (zero: lowest compared OMol25 entry of this formula, charge and spin)**: 19.3 kcal/mol
**LUMO**: 1.98 eV
**Kohn-Sham gap**: 6.93 eV
**Strongest force on any atom**: 2.532 eV/Å
**Calculated total energy**: -5975.917576 hartree
**Total charge**: -1

Formula: C12H22BClN6PtS
Source: OMol25
Level of theory: ωB97M-V with the def2-TZVPD basis set

Element x y z (Å)
1 Pt -0.4933 0.0920 -0.2905
2 Cl 1.5640 -0.6856 2.1624
3 S -2.1413 -1.0786 -1.3757
4 N 1.4252 0.6343 -1.0536
5 N 0.2531 3.0031 0.3974
6 N 1.7897 1.8885 -1.3576
7 N -3.0982 1.4684 -1.2976
8 N -0.2450 1.8521 0.8837
9 N -1.6763 1.0266 -3.0693
10 C -0.6346 0.2730 -3.7394
11 C -0.0367 3.9972 1.2449
12 C -2.7429 2.8812 -1.1706
13 C -2.2058 0.6045 -1.8804
14 C 2.9203 1.8551 -2.0741
15 C -3.9837 1.0003 -0.2488
16 C -0.8532 2.1268 2.0364
17 C 3.3059 0.5381 -2.2480
18 C 0.2062 -1.2808 1.1586
19 C -2.4248 1.9068 -3.9550
20 C 2.3266 -0.1919 -1.5800
21 C -0.7519 3.4866 2.3141
22 B 1.0259 3.1919 -0.9577
23 H -3.5330 3.5201 -1.5695
24 H -4.4578 0.0645 -0.5314
25 H 1.8550 4.0464 -0.7689
26 H 0.0315 0.9717 -4.2484
27 H 2.2211 -1.2548 -1.4372
28 H 0.5486 -2.1785 0.6492
29 H -3.4261 2.0730 -3.5664
30 H -0.6176 -1.5179 1.8285
31 H -0.0502 -0.2996 -3.0270
32 H -2.5016 1.4324 -4.9359
33 H 0.3093 4.9946 1.0351
34 H -4.7514 1.7587 -0.0985
35 H -2.5977 3.1158 -0.1117
36 H -1.1174 4.0167 3.1748
37 H -3.4454 0.8535 0.6944
38 H -1.3019 1.3279 2.6037
39 H -1.9269 2.8715 -4.0786
40 H 4.1756 0.1681 -2.7597
41 H 3.3811 2.7761 -2.3868
42 H 0.2528 3.5127 -1.8408
43 H -1.8137 3.0884 -1.6914
44 H -1.0658 -0.4108 -4.4778

**HOMO level (spin up / spin down)**: -0.2463 / -0.3110 Eh
**Relative energy (zero: lowest compared OMol25 entry of this formula, charge and spin)**: 0.0 kcal/mol
**LUMO (spin up / spin down)**: 0.49 / -0.85 eV
**Kohn-Sham gap (spin up / spin down)**: 7.19 / 7.61 eV
**⟨S²⟩**: 2.02
**Strongest force on any atom**: 0.471 eV/Å
**Calculated total energy**: -1801.498476 hartree
**Spin multiplicity**: 3

Formula: C4H13N2
Source: OMol25
Level of theory: ωB97M-V with the def2-TZVPD basis set

Element x y z (Å)
1 N -0.9554 0.9272 1.1950
2 N 0.8857 0.4382 -0.1166
3 C -1.5415 -0.3853 0.9792
4 C 0.0399 0.6941 -1.2520
5 C -1.0293 -0.4362 -1.4370
6 C -2.1603 -0.3498 -0.4242
7 H 7.1448 -0.6591 1.9251
8 H -0.8929 1.0367 2.2067
9 H -2.8359 0.5668 -0.5207
10 H -0.7426 -1.0916 1.0886
11 H -0.3265 -1.3048 -1.3458
12 H 1.7613 0.9254 -0.2503
13 H -1.4976 -0.4020 -2.4372
14 H -2.7087 -1.3132 -0.4483
15 H 0.1774 0.8160 0.7811
16 H -0.5540 1.5970 -1.0063
17 H 6.9924 -1.2887 1.5229
18 H 0.5174 0.7771 -2.2204
19 H -2.2743 -0.5476 1.7602

**HOMO level**: -0.5672 Eh
**Relative energy (zero: lowest compared OMol25 entry of this formula, charge and spin)**: 168.7 kcal/mol
**LUMO**: -8.40 eV
**Kohn-Sham gap**: 7.04 eV
**Strongest force on any atom**: 2.751 eV/Å
**Calculated total energy**: -269.231847 hartree
**Total charge**: +1

Formula: C4H10S2
Source: OMol25
Level of theory: ωB97M-V with the def2-TZVPD basis set

Element x y z (Å)
1 S 0.7672 -0.6709 0.3238
2 S 1.2850 1.6161 -1.4679
3 C -0.5926 -1.9443 0.3625
4 C -0.0238 0.5506 -0.7013
5 C -1.9231 -1.2634 0.4860
6 C 2.2515 2.2080 -0.0162
7 H -0.5633 -2.4983 -0.6110
8 H -2.6725 -1.9230 0.5498
9 H 3.0258 1.4324 0.1979
10 H -0.7575 1.1925 -0.1938
11 H -1.7931 -0.5969 1.3843
12 H -2.1653 -0.8162 -0.5212
13 H -0.5327 -2.7653 1.0675
14 H 1.6248 2.3121 0.8456
15 H 2.6559 3.1710 -0.2047
16 H -0.5864 -0.0044 -1.5012

**HOMO level**: -0.3131 Eh
**Relative energy (zero: lowest compared OMol25 entry of this formula, charge and spin)**: 31.6 kcal/mol
**LUMO**: 0.91 eV
**SMILES**: CCSCSC
**Kohn-Sham gap**: 9.43 eV
**Strongest force on any atom**: 4.034 eV/Å
**Calculated total energy**: -954.733218 hartree

Formula: C36H79Br2N11O6P3S
Source: OMol25
Level of theory: ωB97M-V with the def2-TZVPD basis set

Element x y z (Å)
1 Br 9.9262 3.8250 3.0424
2 Br 11.3455 0.8656 3.2192
3 S 6.7184 -5.2898 6.2385
4 P -3.4968 -0.2911 -8.4373
5 P -4.4142 3.0497 3.7443
6 P -2.2073 -0.6581 -0.5451
7 O 1.5790 -2.9725 2.9516
8 O -3.0107 3.6513 3.5343
9 O 10.0608 -2.1302 2.7910
10 O 10.4048 -1.9837 5.0382
11 O -2.1052 -1.0374 0.9456
12 O -3.3628 -0.6983 -6.9562
13 N -3.7153 0.2233 -10.1407
14 N -4.6206 2.6053 2.1109
15 N -3.3992 -1.8885 -9.0286
16 N 4.3843 -2.0714 3.1194
17 N -6.0181 2.3085 4.0475
18 N -0.7611 0.2596 -0.5694
19 N -2.0555 0.6305 -8.4781
20 N 8.0981 -0.2300 5.3466
21 N -5.1412 4.5186 4.2403
22 N -2.3706 -0.1766 -2.2648
23 N -2.0939 -2.2670 -1.1026
24 C -3.6774 0.4497 -2.4994
25 C 7.0452 -1.1381 5.8200
26 C 9.3692 0.9474 3.5690
27 C 9.7052 -1.5759 3.8953
28 C -7.0484 2.0052 3.0660
29 C 5.4356 -2.1510 2.0479
30 C -5.9992 5.3690 3.4418
31 C 0.5156 -0.1608 -1.1103
32 C -2.2158 -2.7245 -9.0154
33 C -3.3896 -0.5352 -11.3390
34 C 0.4065 1.0764 4.7965
35 C 6.2637 -3.5022 6.6631
36 C 2.3140 -0.6044 3.7162
37 C 6.9521 -2.1689 2.6355
38 C -4.2960 5.3782 5.0757
39 C -0.5024 1.0552 0.6370
40 C 8.5528 -0.4159 3.9596
41 C -0.7903 0.2283 -9.0580
42 C 7.5810 -2.6202 6.2441
43 C 8.7839 2.2353 3.4839
44 C -4.8092 3.5188 1.0027
45 C -2.0074 -0.9582 -3.4375
46 C 1.2350 -1.7008 3.5363
47 C -1.7758 1.3996 -7.2606
48 C -5.0290 0.8539 -10.3205
49 C 7.2285 2.4969 3.7148
50 C -3.8400 1.4346 1.7005
51 C -4.6084 -2.6863 -8.8153
52 C -0.2364 -1.3864 3.9869
53 C -5.8908 1.1721 4.9688
54 C 7.4381 -0.6540 2.8369
55 C -0.6717 -0.0187 4.6038
56 C 3.8514 -0.6924 3.2891
57 C -0.9108 -3.1015 -1.0420
58 C 1.8551 0.7628 4.3556
59 C -3.3073 -3.0611 -0.9053
60 H -3.6941 1.0027 -3.4435
61 H -1.0627 -2.1679 3.8761
62 H 8.2664 -2.5851 7.1549
63 H 6.1187 -1.2462 5.1581
64 H 2.6436 1.5924 4.4843
65 H -7.2464 2.8313 2.3855
66 H 6.6089 2.0394 2.8518
67 H -1.9963 -3.1114 -8.0147
68 H 5.3625 -3.2695 5.9811
69 H -6.8292 4.8235 2.9962
70 H -1.0287 -3.9627 -1.7110
71 H 0.2098 2.1274 5.2260
72 H -2.7247 -1.7588 -3.6447
73 H -1.0162 -1.4024 -3.3653
74 H -3.8545 -2.7501 -0.0097
75 H 7.6238 -2.6612 1.8360
76 H -3.1070 -4.1305 -0.8014
77 H -0.1021 1.0789 -9.1156
78 H 7.0708 3.6396 3.6037
79 H -0.0528 0.4449 1.4322
80 H 4.4826 -0.1970 4.1296
81 H 0.1742 1.8867 0.4207
82 H 7.8273 -0.2305 1.8389
83 H -6.4751 6.1347 4.0649
84 H -5.5611 4.2771 1.1983
85 H -2.3966 -0.9796 -11.3064
86 H -0.2989 -0.5490 -8.4630
87 H 5.3928 -1.2773 1.3052
88 H -1.9774 -0.3125 -4.3225
89 H -4.9031 6.0653 5.6722
90 H -5.8300 0.1053 -10.3209
91 H -3.8989 1.1704 -1.7041
92 H -6.8589 0.8879 5.3924
93 H -4.4130 0.5215 1.8983
94 H -5.0762 1.4254 -11.2524
95 H -5.2413 1.4389 5.8098
96 H 6.5175 -0.0380 3.1208
97 H -1.3317 -2.2178 -9.3889
98 H 0.9890 -0.9267 -0.4867
99 H -3.6024 5.9735 4.4666
100 H -0.0176 -2.6013 -1.4022
101 H -3.9751 -2.9357 -1.7661
102 H 7.9924 0.7433 5.6411
103 H -4.1128 -1.3325 -11.5396
104 H -0.7170 -3.4684 -0.0285
105 H 4.7764 -2.4497 3.9913
106 H -2.8982 1.3625 2.2498
107 H 7.4366 -5.2622 5.0286
108 H -3.8776 4.0201 0.7191
109 H -5.4532 0.3023 4.4650
110 H -5.4398 5.8891 2.6565
111 H 6.8322 2.2290 4.7482
112 H -7.9989 1.8058 3.5743
113 H -3.5896 1.4376 0.6367
114 H -1.1082 2.2395 -7.4717
115 H 6.9181 -2.8024 3.5829
116 H 6.6538 -0.6939 6.8194
117 H 3.9997 -0.0204 2.3688
118 H -6.8085 1.1207 2.4667
119 H -5.1935 2.9729 0.1323
120 H -4.4782 -0.2992 -2.5111
121 H -2.6916 1.8271 -6.8494
122 H -2.3520 -3.5722 -9.6976
123 H 0.4362 -0.5231 -2.1340
124 H -5.2981 -2.5438 -9.6557
125 H -1.7352 0.2234 4.9409
126 H -4.4064 -3.7575 -8.7377
127 H 5.2573 -3.1048 1.4157
128 H -3.3881 0.1295 -12.2105
129 H -1.3065 0.7739 -6.4893
130 H 8.0544 -3.1832 5.3735
131 H -1.4211 1.4961 1.0182
132 H -5.2244 1.5586 -9.5048
133 H 1.6600 -3.5762 3.7253
134 H -0.8924 -0.1117 -10.0870
135 H 6.0234 -3.4323 7.7749
136 H -3.7139 4.7852 5.7827
137 H -5.1317 -2.3928 -7.9001
138 H 1.2090 0.6856 -1.1702

**HOMO level**: -0.1512 Eh
**Relative energy (zero: lowest compared OMol25 entry of this formula, charge and spin)**: 278.5 kcal/mol
**LUMO**: -0.31 eV
**Kohn-Sham gap**: 3.81 eV
**Strongest force on any atom**: 7.252 eV/Å
**Calculated total energy**: -9042.489648 hartree
**Total charge**: -1

> Which formula does entry 6 have?

C36H79Br2N11O6P3S